Here is 2 unconnected molecules or ions with the total composition C2HClFN3 at a distorted geometry from OMol25. Energies are from ωB97M-V/def2-TZVPD.

Positions of all 8 atoms, in Å:
Cl: 1.94900 -1.55574 0.14624
F: -1.77948 0.87616 0.31376
N: -0.51554 -0.91543 -0.01383
N: 2.11763 1.58230 0.23610
N: 1.75079 2.41316 -0.42067
C: 0.57243 -0.96557 -0.60582
C: -1.64463 -0.40774 0.20093
H: -2.45021 -1.02715 0.14330

Cartesian forces, eV/Å:
0.66 -0.38 0.82
-0.43 1.40 0.48
-0.95 0.59 0.65
-1.44 3.52 -2.59
1.46 -3.31 2.61
0.51 -0.07 -1.66
2.84 -0.70 -0.51
-2.65 -1.04 0.20

Properties
electronic energy = -801.0656 a.u.
energy relative to the best compared isomer or geometry (same formula, charge and spin) = 0.636 eV


Here is 2 unconnected molecules or ions with the total composition C2HClFN3 at a distorted geometry from OMol25. Energies are from ωB97M-V/def2-TZVPD.

Positions of all 8 atoms, in Å:
Cl: 4.06907 0.47630 -0.02482
F: 0.34560 -3.35542 -0.05132
N: 1.43834 0.72935 -0.00903
N: 0.78353 -1.30168 0.05947
N: 2.06541 -1.34546 0.06291
C: 0.35898 -0.01663 -0.04751
C: 2.47020 -0.08406 0.01376
H: -0.72320 0.15706 -0.02722

Cartesian forces, eV/Å:
-0.23 -0.34 0.08
0.21 3.52 0.05
-1.97 2.24 -0.28
3.20 -3.05 0.12
-0.09 -1.54 -0.01
-1.86 -0.09 0.13
-0.10 -1.28 0.05
0.84 0.55 -0.13

Properties
electronic energy = -800.9081 a.u.
energy relative to the best compared isomer or geometry (same formula, charge and spin) = 4.923 eV


Here is 2 unconnected molecules or ions with the total composition C2HClN2O at a distorted geometry from OMol25. Energies are from ωB97M-V/def2-TZVPD.

Positions of all 7 atoms, in Å:
Cl: 1.92205 -0.62222 0.45567
O: -0.91307 -2.40166 -0.27657
N: -0.48999 2.43594 -0.35390
N: -0.87586 -1.21593 -0.30447
C: -0.63524 1.29678 -0.25745
C: -0.68093 -0.04869 -0.21117
H: 1.67304 0.55578 0.94788

Cartesian forces, eV/Å:
0.79 0.48 0.51
-0.10 0.24 -0.21
-0.11 0.08 0.17
0.49 3.04 0.58
0.21 1.04 -0.37
-1.53 -4.33 -0.47
0.24 -0.55 -0.21

Properties
electronic energy = -721.6246 a.u.
energy relative to the best compared isomer or geometry (same formula, charge and spin) = 3.509 eV
structure (SMILES) = N#CC#[N+][O-].Cl


> energy relative to the best compared isomer or geometry (same formula, charge and spin) of number 1 (C2HClFN3)?

0.636 eV


> Look up the energy relative to the best compared isomer or geometry (same formula, charge and spin) of the first one.

0.636 eV